(1)
A structure of composition C41H45N3O8W. Source: the OMol25 dataset; level of theory: ωB97M-V/def2-TZVPD.

Structure (XYZ):
```
98
Properties=species:S:1:pos:R:3:forces:R:3
W 0.66844 0.19046 -0.92234 -0.152 -0.766 -0.066
C -2.86870 -2.60433 -0.00210 0.003 -0.022 0.052
C -3.43034 -1.67685 -1.08108 -0.090 0.050 -0.057
C -3.58586 -0.23042 -0.61958 0.008 0.004 0.074
C -2.71431 -1.94311 -2.39954 0.084 -0.062 -0.013
C -3.28457 -2.98221 -3.13493 0.004 -0.034 0.036
C -2.75741 -3.41508 -4.33106 0.005 0.006 0.000
C -1.63315 -2.78432 -4.82033 0.021 0.008 0.003
C -1.02250 -1.73310 -4.14106 -0.007 -0.024 0.037
C 0.20835 -1.17138 -4.83754 -0.014 -0.009 -0.033
C 0.22867 0.34117 -5.06323 0.006 -0.028 0.016
C 1.47841 -1.75329 -4.21530 0.056 -0.009 0.018
C -1.55256 -1.32609 -2.89917 -0.006 0.079 0.047
N -0.98782 -0.15921 -2.21494 0.064 0.190 -0.029
C -1.66154 0.99151 -2.58366 0.112 0.061 0.027
O -2.57965 1.08874 -3.36874 -0.009 -0.008 -0.055
C -1.13254 2.23969 -1.91911 -0.067 0.036 -0.031
C -1.60412 3.52262 -2.11220 0.016 -0.041 0.010
C -0.95488 4.56500 -1.45784 -0.003 0.029 0.002
C 0.15068 4.31862 -0.64785 -0.034 -0.019 -0.014
C 0.56137 3.01225 -0.49038 0.085 0.094 0.013
N -0.09928 2.03451 -1.10988 -0.140 0.239 0.073
C 1.74410 2.54838 0.33612 -0.130 -0.043 -0.022
O 2.55940 3.35160 0.73306 0.081 0.046 0.067
N 1.73279 1.18465 0.52732 0.143 0.255 0.191
C 2.37865 0.63988 1.69284 -0.073 0.037 -0.082
C 3.22900 -0.47605 1.56566 -0.029 0.008 0.046
C 3.76658 -1.04629 2.71322 0.004 -0.018 -0.011
C 3.49750 -0.53700 3.96968 0.003 -0.011 0.011
C 2.66816 0.55849 4.08093 -0.007 0.029 -0.027
C 2.08338 1.16184 2.96879 0.046 -0.028 0.048
C 1.16540 2.34235 3.25191 -0.030 -0.030 -0.040
C 1.96220 3.55525 3.74263 -0.016 0.004 0.006
C 0.09477 1.99064 4.29012 -0.019 -0.014 0.039
C 3.67037 -1.08586 0.24556 0.002 -0.024 -0.009
C 4.41431 -0.07917 -0.63651 0.001 -0.032 -0.021
C 2.61660 -1.96119 -0.44413 0.019 0.205 0.045
H -3.39157 -2.45690 0.94543 0.000 0.008 0.022
H -1.80738 -2.43171 0.16545 0.049 0.038 -0.002
H -2.99541 -3.64662 -0.30202 0.021 0.008 0.003
H -4.45079 -2.02494 -1.26504 -0.020 0.043 -0.006
H -2.66057 0.21277 -0.26021 -0.032 -0.020 -0.009
H -4.29689 -0.20129 0.20953 0.005 -0.003 0.011
H -3.97801 0.39568 -1.42130 -0.031 -0.041 0.029
H -4.17783 -3.45547 -2.74387 -0.003 0.003 0.004
H -3.22501 -4.21963 -4.88378 0.000 -0.002 0.004
H -1.21428 -3.09509 -5.77012 -0.007 -0.005 0.005
H 0.16347 -1.59642 -5.84378 -0.022 0.028 -0.006
H 0.41018 0.90286 -4.15288 0.004 0.042 0.077
H -0.72202 0.67631 -5.47974 0.001 -0.007 -0.006
H 1.02350 0.59257 -5.76838 0.011 -0.009 0.016
H 1.53808 -1.55140 -3.14860 -0.010 0.024 0.031
H 2.37763 -1.33694 -4.66965 0.005 0.015 -0.012
H 1.48398 -2.83782 -4.34309 0.002 0.006 -0.009
H -2.45005 3.67300 -2.76754 0.003 0.020 0.004
H -1.30480 5.58004 -1.59141 0.004 0.000 0.002
H 0.69819 5.10515 -0.14820 -0.011 0.009 -0.001
H 4.42718 -1.89933 2.60938 -0.002 0.003 0.006
H 3.93524 -0.98802 4.85080 -0.004 -0.001 -0.002
H 2.45468 0.96348 5.06169 0.002 -0.006 0.004
H 0.63151 2.60656 2.34059 -0.021 -0.002 0.014
H 2.47350 3.31496 4.67821 -0.010 -0.003 -0.010
H 1.28678 4.39032 3.94358 0.006 -0.005 -0.019
H 2.70636 3.87352 3.01780 0.022 -0.003 -0.045
H 0.52257 1.92127 5.29255 -0.001 0.000 -0.002
H -0.39917 1.04682 4.06907 -0.017 -0.013 -0.034
H -0.66583 2.77316 4.31300 0.005 0.001 0.002
H 4.41933 -1.83327 0.52367 0.011 0.012 0.002
H 3.86959 0.85220 -0.74947 -0.017 0.041 0.009
H 4.60875 -0.48069 -1.63145 -0.003 -0.002 -0.003
H 5.36725 0.16057 -0.16338 0.002 -0.003 -0.008
H 1.63535 -1.51196 -0.69691 0.089 -0.373 -0.067
H 2.30133 -2.77119 0.21363 0.040 -0.029 -0.006
H 2.98497 -2.36044 -1.38747 0.012 -0.012 -0.005
C 2.50715 2.87631 -3.11616 0.008 0.026 0.018
C 2.75200 1.39174 -3.11940 -0.098 -0.098 0.043
O 3.58616 0.85673 -3.79671 0.029 -0.004 -0.021
O 1.96817 0.67856 -2.29426 0.101 -0.082 -0.065
H 3.08526 3.33953 -3.91052 0.000 -0.005 0.001
H 2.82006 3.29140 -2.15563 -0.002 0.006 0.004
H 1.44611 3.09093 -3.25308 -0.007 -0.004 0.000
O -1.19737 1.08043 1.40574 0.018 0.010 -0.017
C -0.93028 -0.10108 1.52987 -0.103 -0.140 0.035
O -0.14206 -0.75637 0.68978 -0.127 0.333 -0.400
C -1.51631 -0.93441 2.61371 0.169 0.065 0.062
C -0.92043 -2.12722 2.99381 -0.026 -0.038 -0.022
C -1.45954 -2.91241 4.01580 -0.005 0.018 -0.018
C -2.60890 -2.44744 4.60451 0.024 -0.055 0.020
O -3.32506 -3.02172 5.61344 -0.016 0.031 0.002
C -4.45970 -2.17786 5.82711 0.046 0.012 -0.038
O -4.31975 -1.03310 4.98832 0.020 -0.016 0.018
C -3.20269 -1.25359 4.22650 -0.039 0.050 -0.008
C -2.67795 -0.46185 3.24360 0.012 -0.023 0.011
H -0.02387 -2.44853 2.48217 0.004 0.003 0.003
H -1.00354 -3.84142 4.32699 0.003 0.005 0.003
H -4.47930 -1.86212 6.87005 -0.024 -0.008 0.010
H -5.36746 -2.72027 5.55457 -0.013 -0.007 0.009
H -3.12040 0.47895 2.94834 0.002 0.003 0.004
```
Positions in Å, forces in eV/Å.

## Properties
2S+1 = 3
Gap between HOMO and LUMO (alpha / beta) = 7.2 / 7.2 eV


(2)
A structure of composition C41H45NNaO2P2. Source: the OMol25 dataset; level of theory: ωB97M-V/def2-TZVPD.

Structure (XYZ):
```
92
Properties=species:S:1:pos:R:3:forces:R:3
Na -0.40307 -0.78056 0.09934 -0.042 -0.030 0.020
O 1.34204 -2.36885 0.13789 0.060 0.082 0.119
C 0.87061 -2.66116 -0.98757 -0.018 -0.081 -0.094
O -0.33628 -2.66191 -1.31166 -0.055 -0.020 -0.049
C 1.89718 -2.90029 -2.07106 0.000 0.006 -0.009
C 2.06488 -4.14298 -2.66806 -0.005 -0.001 0.006
C 3.03905 -4.32458 -3.63660 0.015 0.015 -0.011
C 3.83462 -3.25506 -4.02861 -0.009 -0.011 0.008
C 3.65099 -2.00770 -3.45060 -0.004 0.001 0.005
C 2.69067 -1.81711 -2.45949 0.022 0.001 -0.019
P 2.32114 -0.18135 -1.68812 0.017 0.000 0.007
C 2.83689 0.94601 -3.04060 0.009 0.010 -0.009
C 1.82045 1.38152 -3.88687 0.001 0.001 -0.011
C 2.10703 2.18096 -4.98530 -0.008 -0.003 0.005
C 3.41196 2.57657 -5.23509 0.005 0.006 -0.002
C 4.43147 2.16892 -4.38329 0.001 -0.007 0.014
C 4.14600 1.35627 -3.29637 -0.007 0.009 -0.012
C 3.69634 0.02360 -0.49713 0.018 -0.020 -0.005
C 4.32946 -1.06642 0.09352 0.001 0.015 0.007
C 5.29503 -0.87185 1.07232 -0.001 -0.007 -0.001
C 5.64016 0.41054 1.47421 -0.003 -0.010 -0.003
C 5.00425 1.50297 0.89909 -0.015 0.003 -0.004
C 4.03447 1.30894 -0.07216 0.017 0.015 0.013
H 1.42205 -4.96178 -2.36912 0.002 -0.003 -0.004
H 3.17412 -5.29690 -4.09521 -0.004 -0.003 0.002
H 4.59077 -3.38908 -4.79256 0.000 0.000 -0.001
H 4.25660 -1.17422 -3.78337 0.000 -0.001 -0.003
H 0.79294 1.10583 -3.67496 -0.002 -0.003 0.005
H 1.30251 2.50709 -5.63190 0.002 0.005 -0.003
H 3.63581 3.20958 -6.08533 0.000 -0.001 0.000
H 5.45234 2.48130 -4.56788 -0.002 0.002 -0.004
H 4.94693 1.03984 -2.63878 -0.003 -0.001 -0.001
H 4.04299 -2.06938 -0.19472 -0.002 -0.002 -0.003
H 5.77425 -1.73042 1.52681 0.001 0.002 0.001
H 6.39304 0.55903 2.23862 0.000 -0.001 0.000
H 5.25419 2.50866 1.21460 0.001 -0.002 0.002
H 3.53333 2.16812 -0.50536 0.000 -0.003 -0.002
C -3.37521 -0.89862 3.94536 0.014 0.000 0.003
C -1.87734 -0.78318 4.22918 -0.026 -0.013 -0.019
C -1.61759 -0.30252 5.65767 0.007 -0.006 -0.008
P -1.02244 0.00683 2.76643 0.029 0.037 0.036
C 0.66730 0.41637 3.45398 -0.019 -0.013 -0.011
C 0.75940 1.74490 4.19735 0.000 0.010 0.001
C 1.68624 0.36952 2.31457 -0.001 -0.003 -0.001
C -1.81169 1.61150 2.45372 0.015 0.002 -0.019
C -2.45714 2.34215 3.45071 -0.015 0.020 0.007
C -3.13628 3.52852 3.22467 -0.011 0.008 -0.026
C -3.81667 4.28268 4.33653 0.002 0.000 0.000
C -3.15984 3.98476 1.90404 0.009 -0.012 -0.004
C -2.52671 3.30879 0.88724 -0.009 0.020 0.000
C -1.79351 2.10160 1.10524 0.002 -0.017 0.014
N -1.14196 1.44440 0.12480 0.018 0.009 0.058
C -1.09020 2.05773 -1.13108 -0.017 -0.011 -0.045
C -0.26056 3.17281 -1.36845 -0.003 -0.006 0.004
C 0.61656 3.68875 -0.26390 0.006 -0.009 0.005
C -0.25434 3.78196 -2.61556 0.007 0.011 -0.004
C -1.03358 3.31427 -3.66750 -0.003 0.001 -0.001
C -1.06365 4.03423 -4.99068 0.007 -0.008 -0.002
C -1.79400 2.17422 -3.44652 -0.009 -0.019 0.013
C -1.82973 1.53755 -2.20805 0.003 0.026 -0.006
C -2.67808 0.31019 -2.01175 0.004 -0.008 0.000
H -3.85829 -1.54121 4.68698 0.004 -0.005 -0.003
H -3.55587 -1.32223 2.95560 -0.006 0.004 -0.002
H -3.85626 0.08008 3.97686 -0.006 -0.007 0.001
H -1.45872 -1.79517 4.16474 -0.007 -0.002 0.016
H -2.07928 0.66144 5.86892 0.003 0.008 0.002
H -0.55254 -0.22166 5.87564 -0.003 0.001 0.002
H -2.04454 -1.02248 6.36314 0.001 0.000 0.003
H 0.89005 -0.40654 4.14419 0.004 0.000 0.007
H 0.56939 2.57060 3.50861 0.003 0.004 0.003
H 1.76220 1.87453 4.61667 0.001 0.000 -0.001
H 0.03486 1.82992 5.00819 0.007 -0.008 -0.006
H 1.41988 1.09583 1.54160 -0.005 0.015 -0.005
H 1.73037 -0.61612 1.84712 0.002 0.000 0.001
H 2.68990 0.61905 2.67140 0.001 -0.001 0.003
H -2.43269 1.96590 4.46592 -0.004 -0.007 0.001
H -3.73121 3.73978 5.27987 -0.002 0.002 0.002
H -4.88228 4.43003 4.13822 0.000 -0.003 -0.002
H -3.37851 5.27358 4.48897 0.003 -0.001 -0.001
H -3.69633 4.89976 1.66519 -0.001 0.003 0.007
H -2.58365 3.70237 -0.12048 0.000 -0.005 0.004
H 1.19585 2.87035 0.17016 0.001 0.000 0.005
H 0.02763 4.11717 0.55120 -0.003 0.005 -0.006
H 1.30204 4.45148 -0.63759 0.001 0.004 0.002
H 0.38956 4.64339 -2.77419 -0.001 -0.001 0.003
H -0.10307 4.50777 -5.20341 -0.002 0.003 -0.003
H -1.82304 4.82121 -4.99915 -0.001 -0.003 0.002
H -1.29479 3.35078 -5.81028 0.004 -0.002 0.000
H -2.39454 1.76948 -4.25716 0.001 0.004 -0.001
H -3.37492 0.18638 -2.84228 -0.003 0.005 0.003
H -3.24323 0.37242 -1.08084 0.004 0.000 0.000
H -2.06950 -0.59932 -1.96746 0.000 0.002 0.004
```
Positions in Å, forces in eV/Å.

## Properties
Gap between HOMO and LUMO = 5.9 eV
Net charge = -1


How do the records compare in E_tot? In the order shown, they have -65926.5446; -71831.9356 eV.